[1]
Below is a structure of composition C16H35AsF9N5O8PbSTl in a non-equilibrium geometry, with properties calculated with the ωB97M-V functional and the def2-TZVPD basis.

```
77
Properties=species:S:1:pos:R:3:mulliken_charge:R:1
Pb -1.329 -2.315 -3.702 1.8481
Tl 4.792 -0.770 3.187 0.9783
As 3.778 -3.435 -2.477 1.9998
F 3.739 -4.282 -4.091 -0.5074
F 2.014 -3.509 -2.399 -0.5238
F 3.825 -2.499 -0.963 -0.4998
F 5.545 -3.255 -2.617 -0.4935
F 3.582 -1.913 -3.417 -0.5127
F 4.003 -4.948 -1.655 -0.4476
C 0.197 2.604 -0.559 0.5948
F 0.631 3.418 0.392 -0.1900
F -1.005 3.027 -0.973 -0.1822
F 1.049 2.524 -1.621 -0.1828
S 0.010 0.858 0.222 1.0624
O -1.119 1.046 1.202 -0.4989
O -0.331 0.014 -0.943 -0.5170
O 1.258 0.463 0.886 -0.4491
C -0.741 3.034 -6.030 -0.9452
C -2.003 2.232 -5.705 0.6935
O -2.018 1.356 -4.831 -0.7167
N -3.041 2.473 -6.477 -0.1584
C -4.377 1.830 -6.354 -0.8117
H -0.761 3.531 -7.000 0.3579
H 0.091 2.344 -5.890 0.2713
H -0.621 3.793 -5.257 0.2657
H -2.868 3.207 -7.149 0.1932
H -4.437 0.876 -5.831 0.2570
H -4.758 1.528 -7.330 0.3478
H -5.071 2.539 -5.903 0.3098
C 6.184 1.724 -2.444 -1.0956
C 5.635 2.645 -1.303 0.8028
O 5.182 2.164 -0.256 -0.4791
N 5.774 3.937 -1.553 -0.1458
C 5.187 4.981 -0.667 -0.8022
H 7.141 2.146 -2.754 0.3867
H 5.486 1.799 -3.277 0.3180
H 6.303 0.698 -2.096 0.3377
H 6.224 4.230 -2.408 0.2602
H 5.656 5.949 -0.847 0.3416
H 5.406 4.749 0.375 0.2924
H 4.106 5.072 -0.774 0.2833
C -0.321 -4.518 2.673 -0.8865
C 1.072 -5.019 3.057 0.7418
O 2.055 -4.312 2.921 -0.5003
N 1.178 -6.317 3.484 -0.1599
C 2.491 -7.024 3.724 -0.8155
H -0.602 -3.547 3.081 0.2828
H -1.072 -5.217 3.039 0.3387
H -0.324 -4.447 1.586 0.2121
H 0.349 -6.894 3.500 0.2456
H 3.309 -6.406 4.093 0.2867
H 2.779 -7.578 2.831 0.3376
H 2.432 -7.806 4.482 0.3385
C 0.543 0.130 8.049 -1.1088
C 0.250 0.197 6.565 0.7598
O 1.121 -0.112 5.767 -0.5340
N -0.944 0.604 6.144 -0.0657
C -2.041 1.084 6.959 -0.9561
H 0.091 0.957 8.597 0.3964
H 1.624 0.091 8.183 0.2922
H 0.115 -0.775 8.483 0.3347
H -1.115 0.682 5.152 0.2792
H -2.935 0.864 6.375 0.3472
H -2.071 2.137 7.240 0.3178
H -2.210 0.430 7.815 0.3673
C -6.984 0.102 -2.226 -1.2981
C -5.629 -0.171 -1.636 0.8608
O -4.811 -0.996 -2.097 -0.6882
N -5.295 0.437 -0.545 -0.0549
C -6.067 1.456 0.186 -0.8819
H -7.083 1.159 -2.476 0.3755
H -7.766 -0.229 -1.544 0.3727
H -7.179 -0.390 -3.179 0.3064
H -4.424 0.153 -0.119 0.1703
H -6.585 1.154 1.097 0.3225
H -6.834 1.954 -0.408 0.3092
H -5.432 2.303 0.443 0.3114
```

## Properties
* HOMO-LUMO gap: 1.76 eV
* HOMO energy: -15.65 eV
* molar mass: 1115.04 g/mol
* net charge: +3
* spin multiplicity: 1

---

[2]
Below is a cluster of 2 separate species, C4H12NP in total in a non-equilibrium geometry, with properties calculated with the ωB97M-V functional and the def2-TZVPD basis.

```
18
Properties=species:S:1:pos:R:3:nbo_charge:R:1
C -1.625 0.654 -0.377 -0.5401
C -2.446 -0.230 -1.233 -0.6887
C 2.748 -0.958 -1.251 -0.5435
C 0.536 1.438 1.401 -0.9594
N -0.483 -1.203 0.974 -1.2047
P -0.022 0.128 0.133 1.0720
H -1.751 1.788 -0.440 0.2066
H -2.800 0.166 -2.192 0.2172
H -3.294 -0.322 -0.609 0.2275
H -1.839 -1.136 -1.577 0.2274
H 2.529 -1.948 -1.684 0.1854
H 3.277 -0.096 -1.662 0.1727
H 2.544 -0.721 -0.234 0.1509
H -0.136 2.433 1.361 0.2294
H 0.545 1.032 2.430 0.2284
H 1.549 1.739 1.131 0.2238
H 0.121 -1.848 1.564 0.4085
H -1.421 -1.072 1.387 0.3866
```

## Properties
* HOMO-LUMO gap (alpha / beta): 7.74 / 7.59 eV
* HOMO energy (alpha / beta): -7.76 / -7.05 eV
* molar mass: 105.12 g/mol
* energy relative to the best compared isomer or geometry (same formula, charge and spin): 473.5 kJ/mol
* spin multiplicity: 1

---

[3]
Below is an isolated molecule of C5H10NO2P in a non-equilibrium geometry, with properties calculated with the ωB97M-V functional and the def2-TZVPD basis.

```
19
Properties=species:S:1:pos:R:3:nbo_charge:R:1
C 1.692 1.974 1.177 -0.6380
C 0.808 0.730 1.074 -0.0808
O -0.435 1.055 0.405 -0.7763
P -0.706 0.337 -1.005 2.1383
O -1.864 0.844 -1.708 -1.0357
C 0.900 0.423 -1.877 -0.1543
N 1.792 0.753 -2.528 -0.2456
C -0.802 -1.496 -0.840 -0.7609
C -1.807 -1.978 0.177 -0.6209
H 2.043 2.144 0.182 0.2158
H 1.129 2.902 1.531 0.2273
H 2.650 1.823 1.650 0.2252
H 0.669 0.502 2.053 0.1895
H 1.344 -0.066 0.711 0.1824
H -1.019 -1.712 -1.793 0.2391
H 0.084 -1.930 -0.485 0.2333
H -2.032 -1.308 0.919 0.2195
H -2.803 -2.011 -0.189 0.2239
H -1.640 -2.985 0.545 0.2182
```

## Properties
* HOMO-LUMO gap: 11.76 eV
* HOMO energy: -11.09 eV
* molar mass: 147.11 g/mol
* energy relative to the best compared isomer or geometry (same formula, charge and spin): 49.9 kJ/mol
* spin multiplicity: 1
* SMILES: CCO[P@@](=O)(C#N)CC

---

[4]
Below is a cluster of 6 separate species, C43H54BBrClF5N4O4P in total in a non-equilibrium geometry, with properties calculated with the ωB97M-V functional and the def2-TZVPD basis.

```
114
Properties=species:S:1:pos:R:3:mulliken_charge:R:1
C -0.958 -0.233 -5.501 -0.7923
C 0.101 -1.139 -4.642 -0.4351
C -0.689 -2.035 -3.509 -0.6964
C -1.057 -1.171 -2.129 0.2006
N -1.735 -2.151 -1.199 0.2173
Cl -0.376 -3.018 -0.482 -0.0446
C -2.328 -1.437 0.036 -1.5298
N -1.694 -0.160 0.427 0.9097
C -0.852 -0.145 1.645 -0.2052
C -1.157 1.023 2.751 -0.5265
C -0.109 2.318 2.669 0.3115
N 0.664 2.829 3.905 -0.5449
O 0.107 3.035 1.546 -0.5288
P -2.424 1.330 -0.091 0.1986
O -1.173 2.145 -1.057 -0.4175
Br -4.143 1.088 -1.573 -0.0285
N -3.401 -2.061 0.684 1.2298
C -4.011 -1.479 1.938 -0.9343
B -5.205 -0.379 1.705 0.7146
O -5.212 0.808 2.630 -0.5252
O -6.282 -0.438 0.698 -0.5461
C -4.009 -3.352 0.165 -1.1153
C -3.355 -4.726 0.756 0.4486
C -2.659 -5.588 -0.494 -0.9917
C -2.379 -4.551 2.058 -0.8673
H -0.792 -0.462 -6.657 0.3147
H -2.048 -0.568 -5.174 0.2038
H -0.735 0.894 -5.256 0.1812
H 0.582 -1.930 -5.396 0.2832
H 0.997 -0.555 -4.169 0.3135
H -0.009 -2.973 -3.295 0.3522
H -1.690 -2.478 -3.984 0.2517
H -0.076 -0.789 -1.567 0.3239
H -1.721 -0.279 -2.490 -0.2630
H 0.278 -0.086 1.353 0.3069
H -0.996 -1.192 2.201 0.0882
H -0.934 0.537 3.819 0.3970
H -2.288 1.350 2.797 0.2831
H 0.404 2.256 4.737 0.2830
H 1.688 2.758 3.675 0.2920
H -1.436 2.037 -2.036 0.2933
H -4.523 -2.400 2.502 0.3304
H -3.255 -1.028 2.706 0.1169
H -4.915 0.502 3.557 0.3291
H -7.132 -0.119 1.160 0.3371
H -4.081 -3.347 -1.026 0.3894
H -5.146 -3.334 0.527 0.3958
H -4.265 -5.414 1.110 0.4267
H -3.241 -6.587 -0.699 0.3048
H -1.493 -5.758 -0.322 0.2164
H -2.717 -4.972 -1.516 0.2037
H -1.602 -3.679 1.992 0.0830
H -1.899 -5.609 2.284 0.3115
H -3.065 -4.311 3.001 0.2299
F -9.472 2.238 -6.109 -0.3025
C -8.765 2.720 -5.078 0.2885
C -7.724 1.966 -4.550 -0.5568
C -6.985 2.470 -3.480 0.0377
C -7.302 3.720 -2.943 -0.3608
C -8.352 4.468 -3.478 -0.3406
C -9.084 3.968 -4.555 -0.4272
H -7.497 0.993 -4.974 0.3883
H -6.164 1.891 -3.064 -0.0077
H -6.728 4.111 -2.106 0.3690
H -8.600 5.439 -3.056 0.3676
H -9.898 4.540 -4.988 0.4092
F 5.341 2.889 -1.072 -0.4284
C 4.776 3.649 -0.124 -0.0012
C 5.564 4.535 0.602 0.0088
C 4.975 5.330 1.586 -0.4108
C 3.606 5.221 1.840 -0.7346
C 2.824 4.325 1.109 -0.5922
C 3.411 3.538 0.118 -0.5605
H 6.627 4.600 0.396 0.5553
H 5.581 6.032 2.154 0.4540
H 3.148 5.838 2.610 0.4102
H 1.759 4.239 1.311 0.8044
H 2.817 2.843 -0.466 0.5492
F 6.096 3.452 -5.659 -0.3037
C 6.058 4.656 -5.073 0.2346
C 5.820 4.744 -3.706 -0.3594
C 5.786 5.998 -3.094 -0.1095
C 5.979 7.150 -3.860 -0.6380
C 6.213 7.051 -5.232 -0.3613
C 6.258 5.797 -5.841 -0.4393
H 5.663 3.839 -3.129 0.5293
H 5.608 6.077 -2.025 0.3102
H 5.948 8.128 -3.383 0.3640
H 6.359 7.950 -5.827 0.3603
H 6.447 5.701 -6.905 0.4059
F 5.997 -2.259 2.920 -0.3120
C 6.366 -0.973 2.990 0.2930
C 7.078 -0.525 4.098 -0.4341
C 7.466 0.813 4.169 -0.3607
C 7.128 1.691 3.136 -0.5163
C 6.409 1.232 2.031 0.0790
C 6.031 -0.108 1.955 -0.5594
H 7.324 -1.220 4.894 0.4063
H 8.030 1.171 5.027 0.3683
H 7.428 2.735 3.194 0.3857
H 6.144 1.919 1.230 0.2068
H 5.479 -0.483 1.099 0.4461
F -2.080 -8.358 3.586 -0.3369
C -0.904 -8.307 4.227 0.3097
C 0.213 -8.906 3.655 -0.4096
C 1.438 -8.849 4.319 -0.3644
C 1.530 -8.203 5.555 -0.4405
C 0.401 -7.610 6.123 -0.3280
C -0.821 -7.657 5.453 -0.3352
H 0.121 -9.410 2.699 0.4118
H 2.319 -9.307 3.877 0.3637
H 2.484 -8.163 6.075 0.3668
H 0.474 -7.112 7.087 0.3578
H -1.706 -7.194 5.876 0.4092
```

## Properties
* HOMO-LUMO gap: 5.71 eV
* HOMO energy: -10.26 eV
* molar mass: 943.06 g/mol
* net charge: +1
* energy relative to the best compared isomer or geometry (same formula, charge and spin): 912.7 kJ/mol
* spin multiplicity: 1

---

Question: What is the molar mass in the fourth record?
Answer: 943.06 g/mol

---

Question: Number 1 is which compound?
Answer: C16H35AsF9N5O8PbSTl